A 2-piece molecular cluster, C3H2Cl2F2 overall at a distorted geometry, computed with the ωB97M-V functional and the def2-TZVPD basis.

Last columns: bonded neighbours and bond lengths (Å).
CARTESIAN COORDINATES (ANGSTROEM)
1 Cl -2.001 1.633 -0.864  C7 1.720
2 Cl -2.710 -0.941 0.336  C7 1.725
3 F 0.517 -1.884 -0.826  C6 1.301
4 F -1.345 0.885 1.490  C7 1.347
5 C 1.822 0.004 -0.100  C6 1.294, H8 1.087, H9 1.071
6 C 0.776 -0.741 -0.261  F3 1.301, C5 1.294
7 C -1.620 0.393 0.266  Cl1 1.720, Cl2 1.725, F4 1.347
8 H 2.812 -0.308 -0.422  C5 1.087
9 H 1.749 0.959 0.380  C5 1.071

Output
ΔE to the lowest compared entry with this formula, charge and spin ... 92.3 kcal/mol
Total energy ... -1235.45548 Eh
Max |F| ... 2.39 eV Å⁻¹
LUMO (spin up / spin down) ... -0.336 / -0.638 eV
Total charge ... 0
Multiplicity ... 1